Entry from OMol25: a molecular structure, C19H35IrN2O in a non-equilibrium geometry (wB97M-V/def2-TZVPD).

Atoms and positions in Å:
C -1.472051 -1.223810 1.920723
H -1.003674 -0.442829 2.568306
H -2.532029 -1.132572 2.130753
H -2.444721 0.359616 0.456122
C -1.040151 -2.664161 2.008728
H -1.157176 -3.140547 1.006787
H 0.047059 -2.557814 2.165045
C -1.851671 -3.301756 3.093389
H -1.571253 -4.345352 3.112792
H -1.590014 -2.772999 4.005571
H -2.917110 -3.157231 2.923741
C -0.634239 0.238873 -2.110863
C -1.050885 -1.114065 -1.915926
C -2.285797 -1.127310 -1.239902
C -2.641904 0.269375 -0.901119
C -1.589118 1.084729 -1.540945
C -1.561170 2.581215 -1.532746
C -3.938942 0.801264 -0.284061
C -3.134775 -2.290125 -0.837560
C -0.324029 -2.336844 -2.434958
C 0.575773 0.701517 -2.873677
Ir -1.071113 -0.402156 0.301339
H -3.736943 1.812791 0.083049
H -4.783315 0.744708 -0.951845
H -4.168295 0.210065 0.609719
H -2.292295 2.999949 -0.830078
H -0.573317 2.989922 -1.269310
H -1.822502 2.912574 -2.550141
H 1.302951 -0.105675 -3.022465
H 0.233415 1.066734 -3.855345
H 1.088255 1.528542 -2.363713
H -0.725324 -3.256059 -1.993616
H -0.445125 -2.388666 -3.523897
H 0.744187 -2.286094 -2.202732
H -3.110941 -2.450723 0.246609
H -4.186975 -2.123059 -1.074690
H -2.799976 -3.211383 -1.309129
C 1.244225 3.063401 1.779645
N 2.262851 2.214480 1.230319
C 3.550806 2.809265 0.917621
C 4.598166 1.733718 0.800641
C 4.130182 0.665541 -0.148285
N 2.805465 0.189166 0.205681
C 2.490328 -1.154565 -0.217467
C 1.930898 0.954849 0.862523
O 0.740754 0.522420 1.197121
H 0.936915 3.841306 1.060426
H 1.593328 3.558244 2.696549
H 0.376286 2.439519 2.011151
H 3.496392 3.382394 -0.026725
H 3.801578 3.526432 1.713366
H 4.809346 1.305160 1.789433
H 5.526060 2.158134 0.427613
H 4.797276 -0.206232 -0.140187
H 4.123544 1.067852 -1.176916
H 2.690804 -1.274474 -1.292781
H 3.128559 -1.876406 0.320297
H 1.431429 -1.390842 -0.023984

Atoms 1-3, force components in eV/Å:
C -2.0 -0.4 4.9
H 0.0 -0.7 0.3
H -0.4 -0.1 0.4

Computed properties:
Frontier orbital gap (alpha / beta) ... 6.7 / 5.1 eV
Total charge ... +2
Relative energy (zero: lowest compared OMol25 entry of this formula, charge and spin) ... 22.9 kcal per mole
HOMO energy (alpha / beta) ... -12.751 / -15.100 eV
⟨S²⟩ ... 6.015
Spin multiplicity ... 5
Energy ... -28115.45795 eV

---

Entry from OMol25: a molecular structure, C19H36AlBBeCl4KN2O11PS2 in a non-equilibrium geometry (wB97M-V/def2-TZVPD).

Atoms and positions in Å:
B -3.192821 -1.455542 1.147920
C -2.363224 -1.798730 -0.206909
C -1.454681 -0.692100 -0.706431
C -0.264525 -0.476449 0.214578
S 0.558288 1.084668 -0.101877
C -0.167629 2.113374 1.106423
S -1.785743 2.008785 1.430779
N 0.715424 3.004220 1.676893
C 0.026726 4.174126 2.258233
C 1.006701 5.258038 2.673189
C 1.478699 2.236080 2.719405
C 2.897719 2.743525 2.953869
H -3.868238 -2.395350 1.488291
H -2.442213 -1.221644 2.119942
H -3.923002 -0.474162 0.971091
H -3.096952 -1.991882 -0.986274
H -1.843884 -2.742376 -0.026134
H -2.021544 0.218332 -0.833732
H -1.074341 -0.965312 -1.692368
H -0.619801 -0.487255 1.238501
H 0.467227 -1.271817 0.108993
H -0.619998 4.568609 1.486609
H -0.559659 3.901367 3.128052
H 0.466810 6.178141 2.859463
H 1.827786 5.377745 1.978528
H 1.453128 4.962977 3.619543
H 0.877248 2.198692 3.624557
H 1.551358 1.220383 2.355101
H 3.650237 2.000127 2.725393
H 3.099770 3.604668 2.334139
H 3.003603 3.088056 3.975336
C 2.696174 -2.018289 -2.499130
C 3.705148 -2.859466 -3.250072
O 3.315806 -4.199735 -2.872475
C 2.025326 -4.183484 -2.516876
O 1.346940 -5.154174 -2.341490
O 1.567519 -2.906892 -2.406465
H 2.424555 -1.103927 -3.019185
H 3.030894 -1.769048 -1.490764
H 3.609359 -2.759010 -4.322137
H 4.730275 -2.659975 -2.955926
Cl -3.786324 -1.785226 -3.953203
C -5.047992 -0.521992 -3.977601
C -4.648946 0.678723 -3.163113
Cl -4.605582 0.328666 -1.418428
H -5.972578 -0.964636 -3.615191
H -5.182998 -0.229320 -5.017131
H -5.373949 1.479397 -3.305501
H -3.662868 1.043400 -3.444736
N 3.864608 -2.684129 1.403247
C 3.272689 -3.677826 0.670654
C 4.004521 -4.823297 0.838165
C 5.082471 -4.507591 1.705104
C 4.968933 -3.178663 2.034879
H 3.541063 -1.734738 1.462864
H 2.383555 -3.483041 0.096573
H 3.792085 -5.777099 0.385945
H 5.856899 -5.174611 2.043647
H 5.577445 -2.551820 2.662945
Be 6.427134 -2.929403 -0.329914
O -6.363896 -2.588467 1.750575
P -6.809227 -3.333956 0.497561
O -7.434483 -4.676949 0.855025
O -5.612605 -3.574794 -0.413903
O -7.881012 -2.500157 -0.192666
O 5.006339 -1.332510 -5.308898
H 4.953243 -0.486477 -5.767308
H 5.686235 -1.819109 -5.788799
C -3.091262 3.771658 -2.148531
Cl -2.105019 4.945400 -1.267816
Cl -2.343845 3.303840 -3.685060
H -3.204330 2.883819 -1.534992
H -4.056021 4.217830 -2.356279
Al -3.448571 0.260419 2.857369
C 1.437741 7.891949 4.723762
O 0.982008 8.683606 3.916228
O 2.640445 7.563363 4.821897
O 0.777601 7.270507 5.585470
K -1.857972 -4.342067 0.410573

Atoms 1-3, force components in eV/Å:
B 0.0 -0.7 -0.3
C -0.3 0.6 0.5
C 0.6 -0.9 -0.4

Computed properties:
Frontier orbital gap ... 2.1 eV
Total charge ... 0
HOMO energy ... -7.852 eV
Energy ... -150826.62157 eV

---

Entry from OMol25: a molecular structure, C19H36BeN12O13 in a non-equilibrium geometry (wB97M-V/def2-TZVPD).

Atoms and positions in Å:
Be 1.890693 21.563924 7.911214
C -1.165268 22.080124 7.840045
O -2.362848 22.472093 7.822106
O -0.673053 21.163273 8.527475
O -0.286550 22.698928 7.109143
C 2.518434 22.862830 4.350002
O 2.679665 22.498391 5.447618
N 1.404811 23.306159 3.847483
N 3.523572 22.990122 3.592955
H 0.557078 23.332595 4.395889
H 1.384012 23.877398 3.014809
H 3.481655 23.053106 2.585791
H 4.474078 22.994668 3.934452
C 2.245922 24.823273 8.453786
O 2.765502 23.775971 8.270686
N 2.947634 25.912522 8.762636
N 1.020098 25.017603 8.179841
H 2.510098 26.669166 9.268752
H 3.923671 26.058763 8.547998
H 0.436724 24.310123 7.756456
H 0.549600 25.732256 8.716500
C -2.362354 23.924025 4.505497
O -2.695646 24.376127 3.428292
N -2.613522 22.698079 4.964036
N -1.514131 24.436255 5.271681
H -2.373359 22.617695 5.941774
H -3.478018 22.255886 4.686142
H -1.135572 25.372592 5.280138
H -1.100390 23.909860 6.027880
C 0.599762 19.693660 5.141242
O 1.542377 19.734210 5.971953
N -0.258851 20.678613 4.911220
N 0.275492 18.713937 4.394314
H -1.175115 20.441321 4.558711
H -0.189202 21.442133 5.568708
H 1.059475 18.081064 4.323934
H -0.486126 18.813348 3.738440
C 1.291969 18.206306 8.908914
O 1.944847 19.243982 8.997073
N 1.805178 17.009408 9.150471
N 0.008352 18.090655 8.653581
H 2.783799 16.766888 9.210371
H 1.155485 16.249224 9.008642
H -0.474291 17.205734 8.717409
H -0.443049 18.985080 8.525791
C -2.707289 19.502135 11.043097
O -3.516003 18.901676 11.682962
N -1.502785 19.858296 11.353765
N -3.088553 19.809404 9.838211
H -0.868372 20.267461 10.682805
H -1.394659 19.766473 12.353756
H -4.071188 19.619564 9.702264
H -2.595000 20.428689 9.211313
C -0.271832 25.056017 12.661295
C -0.743338 25.452584 11.398093
C -1.655695 24.611050 10.728881
C -2.027389 23.359318 11.264561
C -1.484398 22.988017 12.454096
C -0.639835 23.853061 13.150814
O -0.099681 23.409349 14.320117
O -2.334194 24.831592 9.571103
H 0.388560 25.775048 13.123113
H -0.499825 26.374200 10.890431
H -2.692863 22.766764 10.654285
H -1.782583 22.096313 12.985455
H 0.638941 23.958719 14.592551
H -2.318249 24.017375 9.062784
C -7.492016 24.899360 9.167765
C -6.854114 23.722682 8.839097
C -5.753196 23.670859 7.996149
C -5.229191 24.832341 7.463655
C -5.946991 26.006288 7.562432
C -7.015326 26.099823 8.487466
O -7.636697 27.327581 8.831502
O -5.110079 22.488703 7.874957
H -8.381326 24.940702 9.779177
H -7.183572 22.765121 9.214511
H -4.334297 24.738137 6.866410
H -5.584618 26.968415 7.231685
H -8.414355 27.102787 9.347536
H -4.182246 22.465367 7.629663

Atoms 1-3, force components in eV/Å:
Be -2.8 0.5 -1.6
C 0.8 1.0 -0.3
O -0.3 -0.3 0.4

Computed properties:
Frontier orbital gap ... 4.6 eV
Total charge ... 0
HOMO energy ... -7.085 eV
Energy ... -65188.24218 eV